No. 1
{
  "formula": "C20H45N2P3RuS2",
  "method": "ωB97M-V/def2-TZVPD",
  "symbols": ["Ru", "P", "P", "P", "H", "C", "C", "H", "C", "C", "C", "C", "C", "C", "C", "C", "C", "H", "H", "H", "H", "H", "H", "H", "H", "H", "H", "H", "H", "H", "H", "H", "H", "H", "H", "H", "H", "H", "H", "H", "H", "H", "H", "H", "H", "H", "C", "C", "C", "C", "C", "C", "S", "H", "H", "H", "H", "H", "H", "C", "N", "C", "S", "N", "C", "H", "H", "H", "H", "H", "H", "H", "H"],
  "positions_angstrom": [[-0.2610, 0.3455, -0.0701], [1.1033, 0.7271, 1.7453], [1.1559, -1.3863, -0.3892], [-1.6122, 1.7937, 1.1083], [-4.2231, -1.6603, -1.8643], [-3.7702, -0.7323, -1.4996], [-3.0600, -0.0281, -2.4002], [-3.3429, -0.1375, -3.4587], [0.7547, -0.3514, 3.1919], [2.9584, 0.5967, 1.8889], [1.1171, 2.3307, 2.6771], [0.7769, -2.0304, -2.0284], [3.0035, -1.2447, -0.5983], [0.9575, -2.7846, 0.7869], [-2.9750, 1.7183, -0.0244], [-1.4692, 3.5746, 1.3855], [-2.2521, 1.0968, 2.6691], [-4.1001, -0.4161, -0.4930], [-2.2064, 0.6269, -2.2488], [1.5733, -0.1661, 3.9131], [0.7366, -1.4109, 2.9224], [-0.2063, -0.0982, 3.6471], [3.2327, 1.0435, 2.8613], [3.4791, 1.1726, 1.1135], [3.3054, -0.4414, 1.8891], [1.9663, 2.2939, 3.3743], [0.2139, 2.4720, 3.2742], [1.2630, 3.1773, 1.9968], [1.6805, -2.4531, -2.4989], [0.4157, -1.1975, -2.6570], [0.0103, -2.8244, -1.9945], [3.5403, -1.6381, 0.2725], [3.2838, -0.1981, -0.7656], [3.3070, -1.8241, -1.4797], [1.1653, -3.7303, 0.2658], [-0.0771, -2.7968, 1.1577], [1.6616, -2.7125, 1.6293], [-3.9483, 1.8563, 0.4634], [-2.8470, 0.6576, -0.2805], [-2.8331, 2.3069, -0.9355], [-1.7141, 3.8051, 2.4310], [-2.1589, 4.0798, 0.6954], [-0.4423, 3.8858, 1.1649], [-3.3274, 1.3207, 2.7437], [-1.7359, 1.5546, 3.5297], [-2.1067, 0.0063, 2.6930], [-2.2540, -3.9142, -2.5277], [-2.4767, -3.6409, -1.1656], [-2.5843, -4.6935, -0.2639], [-2.4690, -6.0097, -0.6898], [-2.3018, -6.2985, -2.0487], [-2.2249, -5.2581, -2.9668], [-2.0024, -2.7029, -3.7618], [-1.8187, -1.6487, -3.0304], [-2.6369, -2.6008, -0.8887], [-2.7718, -4.4438, 0.7842], [-2.5310, -6.8169, 0.0385], [-2.2544, -7.3297, -2.3898], [-2.1110, -5.4344, -4.0389], [4.1804, 2.1524, -1.4338], [3.3328, 3.0687, -0.6699], [1.9992, 3.0478, -0.6060], [1.0830, 1.7501, -1.3149], [1.3721, 4.1309, -0.0381], [2.1309, 5.3701, 0.1783], [4.9899, 2.7510, -1.8869], [3.6109, 1.7009, -2.2603], [4.6216, 1.3785, -0.7799], [3.7789, 3.9326, -0.3336], [0.4176, 4.2434, -0.4166], [2.6963, 5.6568, -0.7168], [1.4200, 6.1733, 0.3860], [2.8102, 5.2555, 1.0375]],
  "lowdin_spin": [2.585, 0.136, 0.168, 0.144, 0.001, 0.029, 0.042, 0.003, 0.027, 0.031, 0.013, 0.088, 0.002, 0.035, 0.092, 0.010, 0.021, 0.001, 0.024, 0.005, 0.001, 0.000, 0.005, 0.001, 0.000, 0.004, 0.000, 0.001, 0.011, 0.014, 0.004, 0.000, 0.002, 0.001, 0.004, 0.008, 0.001, 0.016, 0.036, 0.001, 0.001, 0.001, 0.001, 0.003, 0.001, 0.006, 0.148, 0.084, 0.033, 0.183, 0.002, 0.105, 0.402, 0.016, 0.008, -0.001, 0.007, -0.002, 0.001, 0.007, 0.034, 0.064, 0.299, 0.022, 0.003, 0.000, 0.003, 0.000, 0.001, 0.002, 0.001, 0.000, 0.001],
  "e_above_lowest_kj_mol": 93.7,
  "charge": 3,
  "e_homo_ev": [-14.7, -17.4],
  "multiplicity": 6,
  "energy_ev": -76538.9391,
  "orbital_gap_ev": [7.1, 5.7],
  "s2": 8.79
}

No. 2
{
  "formula": "C20H46AsN3RuSSi3",
  "method": "ωB97M-V/def2-TZVPD",
  "symbols": ["Ru", "C", "C", "C", "C", "C", "C", "C", "C", "C", "C", "H", "H", "H", "H", "H", "H", "H", "H", "H", "H", "H", "H", "H", "H", "N", "N", "C", "N", "S", "H", "H", "H", "H", "H", "C", "Si", "C", "C", "As", "Si", "C", "C", "C", "Si", "C", "C", "C", "H", "H", "H", "H", "H", "H", "H", "H", "H", "H", "H", "H", "H", "H", "H", "H", "H", "H", "H", "H", "H", "H", "H", "H", "H", "H", "H"],
  "positions_angstrom": [[0.0755, 0.4499, -0.4470], [4.7161, 0.8067, -2.0503], [3.4801, 1.3044, -1.2788], [2.9767, 2.6185, -1.8627], [2.4559, 0.1927, -1.2922], [2.5045, -0.8188, -0.3207], [1.7481, -1.9666, -0.4448], [0.8682, -2.1729, -1.5383], [0.1289, -3.4624, -1.6796], [0.7695, -1.1558, -2.4730], [1.5587, 0.0098, -2.3692], [5.4925, 1.5708, -2.0395], [4.4581, 0.5904, -3.0890], [5.1250, -0.1003, -1.6039], [3.7854, 1.4730, -0.2394], [2.9152, 2.5646, -2.9509], [3.6700, 3.4230, -1.6174], [1.9924, 2.8717, -1.4661], [3.2011, -0.7258, 0.5061], [1.8530, -2.7528, 0.2948], [-0.4857, -3.6627, -0.7975], [0.8425, -4.2870, -1.7524], [-0.5028, -3.4800, -2.5645], [0.1452, -1.3042, -3.3458], [1.5806, 0.7152, -3.1908], [1.1450, 1.1762, 1.6481], [1.1904, 0.2262, 2.6711], [0.3445, -0.8006, 2.6577], [0.2843, -1.6000, 3.7038], [-0.6669, -1.1007, 1.3209], [2.0942, 1.4268, 1.3852], [0.6805, 2.0147, 1.9922], [1.7014, 0.4574, 3.5147], [0.8375, -1.4638, 4.5389], [-0.3380, -2.3957, 3.6886], [0.7631, 5.4677, -0.7894], [-0.3929, 4.8293, -2.0895], [0.3479, 4.3140, -3.6977], [-2.0166, 5.6858, -2.2239], [-0.9790, 2.5656, -0.8872], [-2.5507, 1.3600, -2.4457], [-4.0387, 2.4613, -2.5047], [-2.8586, -0.2996, -1.6247], [-1.6655, 1.1886, -4.0678], [-2.2856, 3.3365, 1.1486], [-3.0306, 1.7248, 1.7165], [-3.5881, 4.5822, 0.7194], [-0.9563, 4.0589, 2.2558], [1.2950, 6.3476, -1.1668], [1.5107, 4.7262, -0.5121], [0.2187, 5.7748, 0.1048], [0.6556, 5.2133, -4.2440], [-0.3750, 3.7927, -4.3234], [1.2292, 3.6896, -3.5730], [-1.8341, 6.6634, -2.6867], [-2.4810, 5.8640, -1.2591], [-2.7187, 5.1516, -2.8635], [-4.3460, 2.8092, -1.5198], [-4.8767, 1.9014, -2.9344], [-3.8591, 3.3219, -3.1497], [-3.5950, -0.2219, -0.8224], [-1.9560, -0.7538, -1.2044], [-3.2402, -1.0154, -2.3600], [-1.6219, 2.1391, -4.5981], [-2.2248, 0.4941, -4.7028], [-0.6503, 0.8072, -3.9668], [-4.0538, 1.6374, 1.3418], [-3.0837, 1.6744, 2.8081], [-2.4662, 0.8644, 1.3669], [-4.0976, 4.3910, -0.2238], [-3.1943, 5.5984, 0.7045], [-4.3416, 4.5380, 1.5139], [0.0544, 3.7623, 1.9716], [-1.1294, 3.7802, 3.2993], [-0.9883, 5.1491, 2.2144]],
  "lowdin_spin": [0.862, 0.000, -0.001, -0.001, -0.001, 0.051, 0.002, 0.029, 0.004, 0.028, -0.002, 0.000, 0.000, 0.000, 0.000, 0.000, 0.000, -0.001, 0.002, 0.000, 0.001, 0.001, 0.000, 0.000, 0.000, -0.029, -0.001, 0.005, 0.004, 0.019, 0.000, -0.001, 0.000, 0.000, 0.000, 0.006, 0.013, 0.003, -0.003, -0.013, 0.009, 0.002, -0.007, 0.003, 0.011, 0.003, 0.002, 0.001, 0.001, 0.000, 0.000, 0.001, 0.000, 0.000, 0.000, 0.000, 0.000, 0.000, 0.000, 0.000, -0.001, -0.002, -0.001, 0.000, 0.001, 0.000, 0.000, 0.000, 0.001, 0.000, 0.000, 0.000, 0.000, 0.000, 0.000],
  "e_above_lowest_kj_mol": 264.1,
  "charge": 3,
  "e_homo_ev": [-17.0, -17.2],
  "multiplicity": 2,
  "energy_ev": -123821.5988,
  "orbital_gap_ev": [6.1, 6.6],
  "s2": 0.98
}